DFT (ωB97M-V with the def2-TZVPD basis set) results for a structure of composition C29H24BrIN8O2PtS2.

CARTESIAN COORDINATES (ANGSTROEM)
Pt1 -0.58 0.54 0.34
N1 -5.95 -3.45 4.00
C1 -5.48 -2.56 3.05
C2 -5.63 -2.84 1.69
C3 -5.11 -1.97 0.74
C4 -4.44 -0.82 1.14
C5 -4.31 -0.53 2.49
C6 -4.83 -1.39 3.44
S1 -3.74 0.23 -0.07
O1 -3.47 1.50 0.56
O2 -4.54 0.21 -1.26
N2 -2.31 -0.56 -0.40
C7 -1.88 -0.31 -1.71
N3 -0.82 0.53 -1.67
C8 -0.16 0.84 -2.78
C9 -0.62 0.33 -3.98
C10 -1.71 -0.53 -3.93
N4 -2.34 -0.87 -2.81
H1 -6.68 -4.08 3.70
H2 -6.11 -3.07 4.92
H3 -6.14 -3.74 1.37
H4 -5.22 -2.18 -0.32
H5 -3.81 0.38 2.79
H6 -4.72 -1.16 4.49
H7 0.70 1.48 -2.69
H8 -0.13 0.56 -4.91
H9 -2.09 -0.98 -4.84
S2 0.81 2.28 0.87
C11 0.62 2.14 2.59
N5 1.07 3.05 3.38
N6 1.07 2.91 4.71
C12 1.25 1.76 5.51
C13 0.76 1.81 6.81
C14 0.96 0.73 7.66
C15 1.64 -0.39 7.22
C16 2.15 -0.42 5.92
C17 1.96 0.65 5.07
N7 -0.03 1.04 3.14
N8 -0.54 0.23 2.34
C18 -1.11 -0.94 2.98
C19 -1.47 -2.02 2.20
C20 -2.01 -3.15 2.80
C21 -2.18 -3.19 4.17
C22 -1.80 -2.10 4.95
C23 -1.27 -0.97 4.37
H10 1.24 3.79 5.18
H11 0.20 2.67 7.15
H12 0.57 0.76 8.67
H13 1.79 -1.24 7.88
H14 2.70 -1.28 5.57
H15 2.36 0.62 4.07
H16 -1.34 -1.98 1.13
H17 -2.30 -3.99 2.19
H18 -2.62 -4.06 4.64
H19 -1.93 -2.13 6.03
H20 -0.97 -0.12 4.97
Br1 4.64 1.03 2.01
C24 5.38 -0.56 1.30
C25 6.74 -0.79 1.51
C26 7.33 -1.93 1.01
C27 6.58 -2.84 0.29
C28 5.23 -2.62 0.09
C29 4.62 -1.48 0.59
I1 2.59 -1.19 0.26
H21 7.32 -0.06 2.07
H22 8.39 -2.09 1.17
H23 7.04 -3.74 -0.10
H24 4.64 -3.34 -0.47

Summary:
HOMO: -0.2630 Ha
E_tot: -149537.453 eV
Total charge: 0
LUMO: -1.21 eV
2S+1: 1
Relative energy (zero: lowest compared OMol25 entry of this formula, charge and spin): 0.000 eV
Gap between HOMO and LUMO: 5.949 eV
Max |F|: 0.8 eV/A

Atomic partial charges in e from the natural (NBO) method, atoms 1 to 6:
1. Pt 0.6853
2. N -0.7983
3. C 0.1772
4. C -0.2782
5. C -0.1341
6. C -0.4032